Entry from the OMol25 dataset: an isolated molecule of C3H7NO4S in a non-equilibrium geometry (ωB97M-V/def2-TZVPD).

Last column: natural (NBO) charge in e.
Atoms and positions in Å:
C 1.34211 1.69209 0.14549  -0.291
C 0.67049 0.75669 -0.52834  -0.300
C -0.17907 -0.32596 -0.03985  0.184
N -0.35760 -1.39206 -0.89820  -0.836
O -0.21869 -0.62462 1.48214  -0.729
S -1.91306 0.43189 -0.11594  2.264
O -1.94155 1.67781 0.64614  -0.923
O -2.47577 0.31483 -1.45652  -0.912
O -2.61912 -0.66577 0.74253  -0.910
H 1.80863 2.65780 -0.15966  0.218
H 1.45388 1.63230 1.17498  0.184
H 0.60780 1.06896 -1.50864  0.229
H -1.16528 -1.94652 -0.71768  0.402
H -0.16773 -1.17946 -1.86202  0.404
H 0.65436 -0.88090 1.59419  0.477
H -2.30369 -0.68414 1.69749  0.540

Force components x, y, z for each atom (eV/Å):
C 0.1 0.3 0.0
C 1.8 1.8 1.5
C -3.2 1.0 1.7
N 2.1 -1.4 0.3
O -1.2 1.0 -3.9
S -0.2 2.5 0.6
O -0.2 -1.2 -1.3
O 0.8 0.2 1.7
O -0.9 -1.1 1.5
H -0.6 -1.2 -0.8
H 0.0 -0.5 2.1
H -0.7 -0.4 -2.5
H -0.5 -0.3 -0.1
H -0.1 -0.1 0.0
H 2.8 -1.0 1.0
H -0.3 0.3 -1.7

Output
- Electronic energy: -872.332187 a.u.
- HOMO energy: -9.6367 eV
- Structure (SMILES): C=C[C@@](N)(O)S(=O)(=O)O
- F_max: 4.25 eV/Å
- Gap between HOMO and LUMO: 10.03 eV
- ΔE to the lowest compared entry with this formula, charge and spin: 2.495 eV